# 1
A structure of composition C18H41BaN4O6P. Source: the Open Molecules 2025 dataset; level of theory: the ωB97M-V functional and the def2-TZVPD basis.

Structure (XYZ):
```
71
Properties=species:S:1:pos:R:3:forces:R:3:lowdin_charge:R:1
O -3.4773 0.3504 -4.1187 0.9 0.0 -0.4 -0.077
H -3.0265 1.0704 -4.6078 -0.4 -0.8 0.4 0.043
Ba -0.7453 -0.5894 -1.8109 0.1 0.3 0.8 1.884
N -3.1005 0.1465 -0.9347 -1.2 -0.1 -0.2 -0.331
N -1.4527 2.0378 -0.9746 0.0 0.2 -0.3 -0.196
N 1.2790 -1.7314 -3.2177 2.1 -1.0 1.6 -0.170
N 1.9987 0.3978 -1.8319 1.7 -1.2 0.2 -0.058
O -3.8051 -0.9141 -1.0668 0.2 0.7 0.1 -0.131
O 0.6340 -2.9051 -3.4087 0.5 0.3 0.1 -0.190
O 2.4929 1.5365 -1.1691 -0.2 0.0 -0.5 -0.083
O -0.5432 2.9164 -0.8203 -0.7 0.0 -0.1 -0.142
C -2.7634 2.4356 -1.0744 0.9 -0.7 0.4 -0.277
C -3.6929 1.3601 -1.1452 1.3 -0.7 0.2 -0.292
C 2.4359 -1.8192 -2.5721 -2.2 0.5 -1.5 -0.307
C 2.9177 -0.5461 -2.0122 -1.6 2.1 0.6 -0.284
C -5.1152 1.4544 -1.5216 -0.2 0.2 0.3 -0.020
H -5.2076 1.1253 -2.5638 -0.1 0.1 0.2 0.085
H -5.4276 2.4916 -1.3851 -0.4 -0.3 -0.3 0.067
H -5.7173 0.7841 -0.8955 0.1 0.2 -0.2 0.090
C -3.1215 3.8709 -1.0594 -0.3 0.5 -0.1 -0.032
H -2.6517 4.4216 -1.8886 0.0 -0.2 0.3 0.091
H -2.7854 4.3446 -0.1235 -0.1 -0.1 -0.3 0.093
H -4.2067 3.9665 -1.1494 0.3 0.2 0.1 0.064
C 3.1403 -3.1030 -2.3089 0.0 -0.2 0.0 -0.023
C 4.3339 -0.4414 -1.5623 0.2 0.2 -0.1 -0.023
H 2.6061 -3.9174 -2.8049 0.1 0.2 0.1 0.079
H 3.1622 -3.3076 -1.2332 0.1 -0.1 -0.1 0.089
H 4.1709 -3.0618 -2.6754 -0.1 0.0 0.1 0.087
H 4.5478 0.5498 -1.1484 0.0 -0.4 0.0 0.081
H 4.9837 -0.6195 -2.4280 0.0 0.0 0.2 0.097
H 4.5417 -1.2305 -0.8275 0.0 0.3 -0.1 0.084
H -0.4268 -2.4522 -3.7013 0.1 -0.3 -0.8 -0.082
H 1.7727 2.2077 -1.2055 0.1 -0.8 0.0 0.081
C 0.0238 1.2380 -4.0731 0.8 0.6 -0.8 -0.006
H -0.8685 1.2256 -4.7007 0.3 -0.1 0.3 -0.012
H 0.8590 0.5651 -4.3141 -0.7 0.1 0.2 -0.004
H 0.3154 2.1999 -3.6436 -0.3 -0.3 0.1 0.006
O -1.3812 -1.8046 -3.9540 -1.0 0.6 -1.5 -0.446
H -2.8646 -0.4273 -4.1330 -0.5 0.6 0.0 -0.001
H -1.4397 -1.7120 -4.9348 0.2 -0.3 1.3 0.046
C 3.2701 -0.6153 2.1010 0.1 -0.1 -0.1 -0.128
C 2.0017 -1.4023 2.4757 -0.6 -0.2 0.1 -0.543
C 2.0586 -1.8590 3.9302 0.4 -0.2 0.3 -0.120
P 0.4786 -0.4852 1.8861 0.2 1.1 -1.3 1.038
C -1.1036 -1.3903 2.2269 0.0 -0.4 0.2 -0.576
C -1.1199 -2.2724 3.4731 -0.6 -0.2 0.1 -0.128
C -2.3276 -0.4512 2.1847 0.0 -0.1 0.0 -0.122
C 0.3584 1.1199 2.8392 0.1 0.1 -0.4 -0.544
C 0.4928 1.0175 4.3480 -0.1 0.5 0.4 -0.121
C 1.3428 2.1720 2.2672 -0.1 0.0 0.0 -0.115
H 3.4906 0.1640 2.8430 -0.1 -0.2 -0.2 0.071
H 3.2044 -0.1530 1.1077 -0.1 0.0 0.2 0.050
H 4.1340 -1.2952 2.0872 -0.2 0.1 0.1 0.080
H 1.9779 -2.3165 1.8544 0.0 0.3 0.1 0.099
H 2.0409 -1.0231 4.6361 0.0 -0.3 -0.2 0.055
H 1.2636 -2.5600 4.1944 0.2 0.2 0.0 0.047
H 3.0124 -2.3826 4.0736 -0.1 0.0 0.1 0.080
H -1.2022 -2.0710 1.3572 0.0 0.2 0.3 0.086
H -0.9175 -1.7102 4.3942 0.0 -0.2 -0.2 0.068
H -2.1239 -2.7099 3.5677 0.2 0.0 0.1 0.080
H -0.4141 -3.1057 3.3872 -0.2 0.2 0.1 0.064
H -2.3572 0.1752 1.2783 0.2 -0.1 0.4 0.043
H -3.2410 -1.0671 2.1627 0.3 0.2 0.0 0.088
H -2.3769 0.1850 3.0832 0.1 -0.2 -0.3 0.080
H -0.6573 1.4939 2.6160 0.3 -0.2 0.0 0.092
H 1.5169 0.7870 4.6569 -0.2 0.0 -0.1 0.061
H 0.2497 1.9989 4.7755 0.0 -0.1 0.1 0.081
H -0.2006 0.2951 4.7871 0.2 0.0 0.0 0.064
H 1.1534 2.3679 1.1974 0.1 -0.2 0.5 0.049
H 1.2092 3.1268 2.8084 0.1 -0.4 -0.2 0.082
H 2.3912 1.8531 2.4003 -0.5 0.2 -0.1 0.057
```
Forces are in eV/Å.

Results
LUMO level (spin up / spin down): -0.0321 / -0.0235 hartree
Orbital gap (spin up / spin down): 6.63 / 7.34 eV
Total charge: 0
2S+1: 1
E_HOMO (spin up / spin down): -7.50 / -7.98 eV

# 2
A structure of composition C18H41GdN2P3S2. Source: the Open Molecules 2025 dataset; level of theory: the ωB97M-V functional and the def2-TZVPD basis.

Structure (XYZ):
```
67
Properties=species:S:1:pos:R:3:forces:R:3:lowdin_charge:R:1
Gd -0.1019 -0.2331 1.1454 -0.5 2.8 1.9 0.827
P 1.9655 1.1451 2.3901 1.5 0.9 0.8 0.698
P -2.0054 1.7366 1.5008 -0.8 0.3 -0.1 0.673
P 0.6094 0.9472 -1.1620 -0.1 -0.4 -0.9 0.710
H -1.0629 -2.7076 0.7622 0.5 -0.2 -0.1 0.102
C -0.2194 -2.3996 0.1169 1.4 -1.3 0.0 -0.138
C 1.0652 -2.3095 0.5977 -1.5 -1.3 -1.0 -0.119
H 1.3027 -2.5196 1.6444 -0.2 -0.4 -0.1 0.089
C 2.5773 0.8024 4.0770 -0.1 -0.6 0.4 -0.255
C 1.9176 2.9688 2.4793 -0.3 0.3 -0.3 -0.229
C 3.4926 0.7704 1.4756 0.2 -0.1 -0.3 -0.249
C -3.5137 1.0899 0.7058 0.0 0.1 0.1 -0.231
C -2.4917 2.1637 3.2001 -0.2 0.0 0.2 -0.286
C -1.6878 3.3541 0.7395 0.1 0.1 0.0 -0.234
C 1.7358 -0.1847 -2.0294 0.2 0.0 0.0 -0.242
C 1.3197 2.5829 -1.2516 0.1 0.5 -0.1 -0.224
C -0.9470 0.9005 -2.1329 -0.1 0.1 0.0 -0.243
H -0.5576 -2.0667 -0.8830 0.6 -0.4 0.2 0.086
H 1.9123 -1.8963 0.0466 -0.3 -0.3 -0.3 0.071
H 2.6099 -0.2786 4.2250 0.1 -0.1 0.0 0.047
H 1.9032 1.1907 4.8444 0.1 0.1 -0.2 0.034
H 3.5967 1.1809 4.2744 -0.5 0.1 -0.4 0.086
H 1.0891 3.3045 3.1084 0.0 -0.1 0.0 0.049
H 1.7764 3.4297 1.5014 0.1 0.0 0.0 0.031
H 2.8455 3.3536 2.9127 0.0 -0.2 -0.1 0.079
H 3.6573 -0.3124 1.4824 0.1 0.1 0.1 0.057
H 4.3384 1.2475 1.9845 -0.1 -0.1 -0.2 0.076
H 3.4764 1.0865 0.4288 0.0 0.1 0.2 0.030
H -4.3062 1.8355 0.8267 -0.1 -0.3 -0.2 0.076
H -3.8068 0.1466 1.1848 -0.1 0.3 0.0 0.064
H -3.3491 0.8796 -0.3584 -0.1 0.2 0.2 0.041
H -3.3114 2.8870 3.1687 0.1 0.0 0.1 0.077
H -1.6448 2.5956 3.7420 -0.1 0.1 -0.3 0.030
H -2.7914 1.2691 3.7567 -0.2 0.3 -0.3 0.025
H -2.5633 3.9848 0.9328 0.2 0.1 -0.2 0.079
H -1.5105 3.2739 -0.3376 -0.2 0.0 0.2 0.033
H -0.7932 3.7968 1.1953 -0.3 0.0 0.0 0.046
H 1.8964 0.1736 -3.0528 0.0 -0.2 0.1 0.069
H 1.3397 -1.2057 -2.0540 -0.1 0.3 -0.3 0.041
H 2.6920 -0.2449 -1.4998 0.0 0.2 -0.1 0.052
H 1.3943 2.8667 -2.3018 0.1 0.2 0.0 0.085
H 2.3066 2.6157 -0.7902 0.1 -0.1 -0.2 0.051
H 0.7085 3.3131 -0.7225 -0.1 0.0 -0.1 0.035
H -0.7056 1.1055 -3.1843 -0.1 -0.1 0.2 0.051
H -1.6988 1.6184 -1.7788 0.4 0.0 -0.1 0.035
H -1.4222 -0.0913 -2.0824 0.3 0.1 -0.1 0.047
C -0.5996 -2.7154 -5.7436 -0.5 -1.7 -0.7 -0.655
C -1.7765 -2.9677 -6.4712 0.4 -0.1 0.3 -0.109
C -2.0261 -4.2461 -6.9756 0.3 -0.1 0.1 -0.063
C -1.1015 -5.2794 -6.7644 0.0 0.2 0.1 -0.066
C 0.0767 -5.0296 -6.0470 -0.3 0.1 -0.1 -0.074
C 0.3286 -3.7539 -5.5428 -0.4 0.4 0.0 -0.133
S -0.2569 -1.1537 -5.0680 -0.2 1.2 0.3 0.776
H -1.3736 -0.4878 -5.4877 0.5 -0.4 0.1 -0.094
H -2.4745 -2.1465 -6.6194 0.0 -0.3 -0.1 0.097
H -2.9446 -4.4418 -7.5357 0.4 0.1 0.2 0.118
H -1.3002 -6.2780 -7.1597 0.1 0.4 0.1 0.115
H 0.8016 -5.8291 -5.8787 -0.2 0.3 -0.1 0.114
H 1.2365 -3.5353 -4.9842 0.0 -0.2 -0.1 0.092
N 0.2294 -1.2287 5.8931 -0.1 -0.9 -0.4 0.158
C -0.3217 -0.1828 5.3382 0.8 1.4 -0.1 -0.760
N -0.4054 1.0006 6.0014 -0.4 -1.3 -2.0 0.174
S -0.7150 -0.3638 3.6535 0.0 -0.2 1.2 0.582
H 0.2900 -1.4006 6.8754 0.3 0.1 0.6 0.149
H 0.5065 -1.9647 5.2514 -0.4 -0.2 0.5 0.119
H -0.6490 1.8149 5.4593 -0.4 -0.1 0.3 0.095
H -0.5623 1.0225 6.9772 0.1 0.1 1.2 0.131
```
Forces are in eV/Å.

Results
LUMO level (spin up / spin down): -0.4125 / -0.3698 hartree
Orbital gap (spin up / spin down): 2.63 / 3.79 eV
Total charge: +3
2S+1: 8
E_HOMO (spin up / spin down): -13.85 / -13.85 eV

# 3
A structure of composition C18H41IrO2P3. Source: the Open Molecules 2025 dataset; level of theory: the ωB97M-V functional and the def2-TZVPD basis.

Structure (XYZ):
```
65
Properties=species:S:1:pos:R:3:forces:R:3:nbo_charge:R:1
Ir -0.9283 0.3268 0.0730 -1.0 0.2 0.7 0.213
P -0.5883 0.4156 2.2989 -0.7 0.4 2.3 0.956
P -1.3913 -1.8469 0.0447 0.6 -2.9 0.1 1.164
P -0.8138 2.5300 -0.2808 0.8 2.1 0.0 1.136
H 2.5263 -0.8609 0.2627 0.5 0.0 0.6 0.249
C 2.9043 0.1332 0.5301 -1.3 -0.5 -3.1 -0.030
C 2.8943 0.6491 1.7761 -1.3 0.8 2.5 -0.028
H 2.7109 0.0393 2.6635 0.9 0.0 -0.1 0.241
C -0.0397 -0.7901 3.5360 0.2 -0.3 -0.3 -0.913
C -2.3485 0.4532 2.8074 0.0 0.3 -0.1 -0.932
C -0.1069 1.9150 3.1882 0.0 0.1 0.3 -0.950
C -0.1892 -2.8322 -0.8858 -0.1 0.2 -0.3 -0.984
C -1.7904 -2.8540 1.5007 0.1 0.5 0.2 -0.974
C -2.8662 -1.3482 -0.9328 0.5 0.6 0.2 -0.947
C 0.5420 3.5649 0.3392 -0.2 0.0 0.0 -0.959
C -2.3565 3.0491 0.5280 0.1 0.0 -0.1 -0.950
C -0.8930 2.7274 -2.0748 0.0 -0.5 -0.3 -0.960
H 2.8965 0.7688 -0.3587 0.9 0.0 0.2 0.241
H 2.6752 1.7156 1.9158 0.7 -0.2 -0.1 0.243
H 1.0384 -0.9178 3.5978 0.0 -0.1 0.1 0.247
H -0.5272 -1.7530 3.4244 0.2 0.0 0.0 0.274
H -0.4141 -0.3059 4.4394 0.3 -0.4 0.2 0.264
H -2.9021 -0.4270 2.4902 -0.2 0.1 0.1 0.250
H -2.8581 1.3722 2.4974 0.0 -0.3 0.2 0.264
H -2.2232 0.4547 3.8949 -0.6 0.0 0.0 0.279
H 0.9465 2.1841 3.1113 -0.1 0.1 0.1 0.241
H -0.3227 1.5964 4.2163 0.3 0.6 0.0 0.274
H -0.7577 2.7654 2.9597 0.3 -0.2 0.0 0.258
H -0.7173 -3.5701 -1.5080 0.3 0.0 0.2 0.290
H 0.4679 -3.3214 -0.1570 -0.2 -0.1 -0.1 0.306
H 0.4336 -2.1654 -1.5054 -0.3 -0.4 0.3 0.240
H -2.4809 -3.6496 1.2208 0.0 -0.1 0.0 0.307
H -2.2476 -2.2343 2.2879 0.0 -0.5 -0.4 0.256
H -0.8494 -3.2848 1.8882 -0.4 0.2 -0.3 0.295
H -3.5003 -2.1951 -1.1873 -0.2 -0.2 0.1 0.326
H -2.4793 -0.8350 -1.8259 -0.4 -0.4 0.0 0.259
H -3.4214 -0.5989 -0.3437 -0.3 -0.4 -0.2 0.269
H 0.5389 4.4953 -0.2444 0.2 -0.1 0.3 0.297
H 1.4980 3.0367 0.2171 -0.2 0.3 -0.1 0.236
H 0.3857 3.7932 1.4033 0.1 0.0 -0.5 0.277
H -2.7435 3.9143 -0.0187 -0.2 0.0 0.1 0.311
H -2.1651 3.3094 1.5788 -0.1 0.0 -0.5 0.270
H -3.0683 2.2147 0.4794 -0.1 0.4 -0.1 0.256
H -0.9326 3.7781 -2.3548 -0.1 0.1 -0.1 0.297
H -1.7730 2.1794 -2.4564 0.2 0.4 0.1 0.275
H 0.0031 2.2509 -2.5203 -0.6 0.5 0.4 0.242
C 0.9765 0.0820 -3.1902 0.5 0.4 0.3 0.280
C 0.4296 -1.0295 -3.8430 0.0 0.8 1.7 -0.086
C 0.5590 -1.1745 -5.2180 0.8 0.7 -3.3 0.009
C 1.2050 -0.1996 -5.9992 -0.2 0.2 0.0 -0.221
C 1.6669 0.9622 -5.3553 0.2 -0.6 -3.0 0.005
C 1.5552 1.1131 -3.9763 -0.7 -0.2 2.3 -0.070
O 1.0235 0.1763 -1.8378 0.2 -0.1 -0.6 -0.664
H -0.1684 0.1804 -1.3696 0.9 -0.3 -1.7 0.165
H -0.1524 -1.7595 -3.3121 0.0 -0.2 0.2 0.239
H 0.1472 -2.0339 -5.7344 0.0 -0.1 0.2 0.277
H 1.2858 -0.2911 -7.1005 0.0 -0.1 0.9 0.303
H 2.1084 1.7759 -5.9614 -0.2 -0.5 0.4 0.286
H 1.8550 2.0676 -3.5340 0.1 -0.5 0.0 0.255
C 2.9160 -3.0639 2.3027 0.0 -0.2 0.4 -0.243
O 1.5631 -3.4737 2.0814 0.1 -0.1 0.0 -0.768
H 2.9951 -2.5242 3.2586 0.1 -0.2 -0.1 0.177
H 3.1894 -2.3736 1.4997 0.1 -0.2 -0.1 0.133
H 3.6163 -3.9138 2.3178 -0.2 0.4 -0.1 0.239
H 1.4630 -4.3628 2.4553 0.0 0.2 -0.1 0.508
```
Forces are in eV/Å.

Results
LUMO level (spin up / spin down): -0.4746 / -0.6267 hartree
Orbital gap (spin up / spin down): 6.73 / 3.87 eV
Total charge: +4
2S+1: 6
E_HOMO (spin up / spin down): -19.64 / -20.92 eV

Record-wise energy above the lowest of the compared OMol25 structures with the same formula, charge and spin values, in kJ/mol: 0.0 47.8 571.5
Record-wise strongest force on any atom values, in eV/Å: 2.777 3.434 3.454